C22H38CaN8O2 as an isolated structure at a distorted geometry, computed with the ωB97M-V functional and the def2-TZVPD basis.

The calculation puts the HOMO energy at -8.498 eV. As for the gap between HOMO and LUMO: 8.792 eV. Its energy is -57888.7134 eV. The calculation puts the lowest unoccupied orbital energy at 0.3 eV. As for the energy relative to the best compared isomer or geometry (same formula, charge and spin): 29.6 kcal per mole.

Positions of all 71 atoms, in Å:
H (0.9991, -1.1675, 6.2658)
C (2.9137, -1.5986, 2.0359)
N (-2.1502, 0.8457, 0.3825)
C (0.2836, -1.2626, -2.8803)
C (2.0408, -1.5583, 4.4261)
H (1.4997, 2.9915, -0.9269)
H (2.7094, -2.2554, 4.9316)
N (0.0950, 1.6924, 1.8732)
C (1.4303, -0.5906, 5.4331)
C (-2.1623, 1.1183, -1.0428)
H (2.1510, 1.5957, -0.0347)
H (-0.0472, 3.5083, 0.8447)
H (-2.9353, -2.1879, -3.4826)
H (-0.0604, 2.1470, -6.2117)
H (-0.9466, 2.9114, -1.1704)
N (0.2686, 1.2498, -0.8045)
C (0.7025, 2.7462, 1.0749)
N (0.4461, 0.2425, 4.7492)
C (-2.2773, 2.0169, 1.2349)
O (1.4782, -2.5787, -1.2654)
H (2.2736, 0.1248, 3.1236)
C (-0.8821, 1.8580, -1.4558)
H (3.3269, -0.8434, -3.4212)
H (-2.8776, 0.1730, 0.5971)
C (1.2547, -0.3902, -3.3846)
H (1.2175, -2.1244, 3.9874)
H (-1.6532, -3.3975, -3.4708)
H (-2.1393, 2.9140, 0.6278)
H (-3.2741, 2.0901, 1.6864)
H (0.6661, 1.4642, 2.6815)
H (-1.6919, 1.4580, -6.2688)
C (-1.2417, 1.9853, 2.3639)
H (1.6869, 1.0911, -4.8682)
C (2.8024, -0.8065, 3.3358)
C (-4.5295, -2.4239, 2.2957)
H (3.8010, -0.5630, 3.7029)
C (-0.2940, 0.3310, -5.1018)
H (2.9792, 0.7379, -2.7439)
H (-1.9931, -2.4902, -2.0111)
N (-5.5730, -2.5882, 1.8339)
H (-0.8004, 1.8254, -2.5505)
H (-0.1944, -0.3679, 4.2385)
H (2.6771, -0.7401, -1.8000)
O (-0.4112, -1.5897, -0.6774)
C (0.9458, 0.4017, -4.4859)
H (1.5192, 3.2516, 1.6037)
H (-0.3896, 0.7312, -7.2020)
N (-3.4052, -2.2598, 2.8963)
C (0.4813, -1.8987, -1.5175)
H (-2.1863, 0.1590, -1.5599)
C (2.6322, -0.2935, -2.7893)
H (1.7180, -2.2107, 0.4966)
H (-0.1001, 0.7644, 5.4264)
C (-0.6298, 1.2215, -6.2588)
C (1.2398, 2.1639, -0.2432)
H (0.7148, 0.6229, -1.4631)
N (1.6121, -1.7222, 1.3960)
C (-0.9443, -1.3969, -3.5369)
C (-2.3227, -1.7273, 2.5974)
H (-1.2838, 2.9406, 2.9114)
H (3.3598, -2.5823, 2.2518)
H (1.0297, -2.3460, 1.9503)
H (2.2048, 0.0646, 5.8473)
H (-2.1699, -0.6919, -5.1340)
C (-1.9466, -2.4183, -3.0944)
H (-3.0415, 1.7095, -1.3486)
H (3.5801, -1.0683, 1.3462)
H (-1.5063, 1.1773, 3.0432)
C (-1.2131, -0.6002, -4.6393)
Ca (-0.2126, -0.3550, 0.8375)
N (-1.2575, -1.2342, 2.5135)